1.
Density functional theory data (the ωB97M-V functional and the def2-TZVPD basis) for a structure of composition C18H21GaP2 in a non-equilibrium geometry.

Geometry as XYZ:
```
42
Properties=species:S:1:pos:R:3:forces:R:3:lowdin_charge:R:1
C 1.66673 -3.10033 -1.41774 -0.36 -1.00 -0.35 -0.220
C 1.40649 -3.12527 -0.01055 -1.08 -0.19 -0.68 -0.174
C 0.01436 -2.83286 0.14644 -0.81 -2.27 -0.52 -0.217
C -0.61164 -2.78197 -1.16750 0.30 -0.77 1.63 -0.179
C 0.40669 -2.94701 -2.13144 1.08 0.05 0.49 -0.169
Ga 0.89570 -1.06822 -0.90212 -1.59 -1.53 1.79 0.207
P 2.28470 0.27258 -1.98236 3.04 3.66 -2.36 0.684
H 2.63605 -3.27998 -1.88796 -0.40 0.11 0.17 0.109
H 2.13277 -3.29099 0.78502 -0.25 0.29 -0.32 0.115
H -0.51816 -2.76928 1.09789 0.26 0.15 -0.45 0.112
H 0.28176 -2.95300 -3.21512 0.09 0.06 0.42 0.113
H -1.67483 -2.63618 -1.36288 0.46 0.12 0.11 0.115
H 2.22315 0.42558 -3.40516 0.03 0.03 0.27 -0.077
H 3.70149 0.06694 -1.94170 -0.25 -0.25 -0.13 -0.085
H 2.31749 1.66496 -1.67246 0.63 -0.45 -0.39 -0.094
C -0.19942 2.76988 0.12040 -0.15 1.78 0.19 -0.280
P 0.11523 0.98697 -0.15706 0.42 2.07 -1.41 0.680
C 0.90270 0.84912 1.46921 -0.27 -0.76 1.11 -0.393
C 2.29177 1.04584 1.57463 -0.40 -0.17 0.46 -0.110
C 2.93057 0.96737 2.81453 -0.51 -0.08 -0.11 -0.083
C 2.19025 0.69353 3.96509 -0.21 -0.01 -0.27 -0.095
C 0.81062 0.49494 3.87449 0.27 0.13 -0.44 -0.080
C 0.16806 0.57177 2.63395 1.05 0.07 0.36 -0.080
C -1.59518 0.76302 -0.70086 -1.18 -0.80 0.67 -0.399
C -2.66774 0.74230 0.20751 -0.42 -0.11 -1.04 -0.084
C -3.98097 0.61195 -0.25230 0.35 0.02 -0.34 -0.081
C -4.23702 0.50535 -1.62113 0.34 0.02 0.18 -0.094
C -3.17857 0.52901 -2.53184 0.15 0.08 0.49 -0.085
C -1.86387 0.65775 -2.07556 -0.49 -0.11 0.45 -0.109
H 0.74909 3.28554 0.38158 -0.51 -0.19 -0.02 0.041
H -0.93043 2.92248 0.94150 0.34 0.24 -0.37 0.043
H -0.58680 3.23583 -0.81009 0.07 -0.21 0.53 0.045
H 2.88426 1.26812 0.69901 0.04 0.07 -0.16 0.076
H 3.99968 1.12305 2.88284 0.00 0.02 -0.02 0.100
H 2.68543 0.63669 4.92585 -0.01 0.00 0.00 0.097
H 0.23800 0.28446 4.76836 -0.02 -0.01 0.01 0.099
H -0.89382 0.41266 2.59969 -0.27 -0.04 -0.13 0.082
H -2.50593 0.84193 1.26547 0.16 0.03 0.24 0.082
H -4.80134 0.60188 0.45359 -0.02 -0.01 0.01 0.099
H -5.25496 0.41146 -1.97448 -0.02 -0.01 -0.02 0.096
H -3.37744 0.45448 -3.59290 0.01 0.01 -0.02 0.099
H -1.05491 0.68767 -2.79384 0.14 -0.03 -0.01 0.096
```
Positions in Å, forces in eV/Å.

The lowest unoccupied orbital energy is 0.5 eV. Its relative energy (zero: lowest compared OMol25 entry of this formula, charge and spin) is 0.00 kcal/mol. Its total energy is -89954.3165 eV. Its spin multiplicity is 1.

***

2.
Density functional theory data (the ωB97M-V functional and the def2-TZVPD basis) for a cluster of 2 separate species, C4H15N2O in total in a non-equilibrium geometry.

Geometry as XYZ:
```
22
Properties=species:S:1:pos:R:3:forces:R:3:lowdin_charge:R:1
C 0.03002 0.09629 -2.62642 0.68 -0.48 0.48 -0.209
N 0.73542 -1.19814 -2.84309 -0.53 0.80 -0.09 0.004
C 0.13031 0.41390 -1.10463 -0.66 -0.02 -2.04 -0.118
N 1.56923 0.27128 -0.75979 -1.16 1.07 1.54 0.033
C 1.83711 0.11834 0.70702 -0.47 0.03 0.48 -0.155
C 1.77206 1.46766 1.41995 -0.22 -0.24 0.77 -0.054
H 0.48635 0.88925 -3.21536 -0.02 0.10 -0.06 0.118
H -1.01359 0.00358 -2.91189 -0.08 0.26 0.05 0.122
H 1.40633 -1.11124 -3.59793 -0.18 -0.20 -0.10 0.087
H 0.01505 -1.85081 -3.12681 0.46 -0.42 -0.01 0.088
H -0.18334 1.44179 -0.95987 -0.13 -0.02 0.54 0.135
H -0.52245 -0.31689 -0.63772 0.41 0.08 0.72 0.137
H 1.88308 -0.50733 -1.29449 0.58 -1.25 -0.88 0.125
H 1.96743 1.14462 -1.07695 0.75 0.02 -0.25 0.170
H 2.77445 -0.39717 0.89066 0.25 0.15 -0.48 0.131
H 1.06093 -0.55111 1.07144 -0.01 -0.04 0.01 0.127
H 1.87698 2.32473 0.75664 0.17 0.02 0.00 0.085
H 0.86533 1.59625 2.01444 -0.25 -0.03 -0.49 0.088
H 2.53038 1.49638 2.19555 0.42 0.18 -0.21 0.086
H -4.44985 -0.49742 4.31036 -0.18 0.44 -0.20 0.025
H -4.91921 -1.76026 4.87925 -0.53 -0.16 0.01 0.036
O -5.26921 -0.99478 4.40359 0.71 -0.28 0.20 -0.061
```
Positions in Å, forces in eV/Å.

The lowest unoccupied orbital energy is -2.9 eV. Its relative energy (zero: lowest compared OMol25 entry of this formula, charge and spin) is 30.21 kcal/mol. Its total energy is -9412.3521 eV. As for the charge: +1. Its spin multiplicity is 1.

***

3.
Density functional theory data (the ωB97M-V functional and the def2-TZVPD basis) for a structure of composition C9H11IO2S in a non-equilibrium geometry.

Geometry as XYZ:
```
24
Properties=species:S:1:pos:R:3:forces:R:3:lowdin_charge:R:1
C -3.09480 -1.37350 -0.09821 3.48 -0.14 -1.20 -0.022
C -2.39541 -1.40177 -1.33702 1.00 0.30 0.70 -0.038
C -2.40254 -1.34141 1.14089 -0.51 0.13 -4.36 -0.058
C -0.99973 -1.40414 -1.28870 0.53 -0.43 0.61 -0.074
C -1.04771 -1.39077 1.13157 0.52 -0.63 1.37 -0.084
C -0.37106 -1.52397 -0.07777 1.46 0.54 2.39 -0.264
C 1.83653 1.12684 -1.15644 -0.18 4.04 1.29 -0.201
C 2.09975 1.24062 1.32437 -2.87 -4.13 1.26 -0.187
C 2.30461 0.43348 0.05167 -0.05 -1.94 1.36 -0.893
O 1.88975 -2.02029 1.42307 -0.80 -0.72 0.44 -0.344
O 2.01165 -2.12535 -1.04993 0.49 -1.62 -2.24 -0.363
S 1.45829 -1.59832 0.12665 0.23 4.73 0.87 0.643
I 4.38159 -0.14762 -0.04506 -0.13 0.20 -0.21 0.903
H -4.09935 -1.35411 -0.22126 -3.11 0.12 0.37 0.065
H -2.77630 -1.36147 -2.36389 -0.70 -0.04 0.80 0.114
H -2.90052 -1.12444 1.99229 -1.65 0.20 2.66 0.075
H -0.27656 -1.34120 -2.07072 -0.32 -0.16 -1.23 0.106
H -0.63345 -1.39802 2.16016 0.61 0.02 -1.15 0.134
H 1.88946 0.56275 -1.97053 0.95 -2.66 -3.60 0.004
H 2.51225 2.09573 -1.38004 -1.85 -1.91 0.63 0.142
H 0.72475 1.31404 -1.16700 0.98 0.55 0.72 0.105
H 2.42895 0.70488 2.28517 -0.30 0.71 -1.58 0.101
H 2.50024 2.18209 1.27812 1.02 2.35 -0.25 0.036
H 0.95927 1.27915 1.36520 1.22 0.49 0.33 0.100
```
Positions in Å, forces in eV/Å.

The lowest unoccupied orbital energy is -0.1 eV. Its relative energy (zero: lowest compared OMol25 entry of this formula, charge and spin) is 12.05 kcal/mol. Its total energy is -32539.3737 eV. Its spin multiplicity is 1.